[1]
C22H74O26 | ωB97M-V/def2-TZVPD

Each line ends with the Mulliken charge.
Positions of all 122 atoms, in Å:
O -0.531574 1.730877 4.896467  -0.6113
O -3.799574 2.350877 1.154467  -0.5581
O 4.411426 -1.592123 -0.112533  -0.2079
O 0.138426 -2.729123 2.369467  -0.6569
O 4.080426 0.471877 -1.907533  -0.3588
O -3.297574 -0.118123 -2.204533  0.6184
O 7.154426 1.389877 1.942467  -0.5974
O 3.033426 -0.920123 2.309467  1.1913
O -0.970574 -4.251123 -2.821533  -0.7535
O 2.866426 2.023877 -4.061533  -0.4904
O -4.629574 3.660877 -2.096533  -0.5368
O -4.009574 -2.037123 -0.203533  -0.4725
O -2.693574 -1.234123 4.008467  -0.6043
O 0.763426 2.248877 -0.021533  -0.8425
O 0.948426 3.134877 -2.608533  -0.6818
O -1.351574 3.266877 1.646467  -0.5639
O -4.517574 0.086877 2.346467  -0.7781
O 5.061426 -3.041123 4.330467  -0.5956
O -2.515574 2.764877 -3.373533  -0.6161
O -2.811574 -5.364123 -1.201533  -0.5766
O 3.796426 1.388877 0.750467  0.3784
O 2.100426 1.386877 3.719467  -0.7153
O -0.669574 -1.466123 -2.722533  -0.7524
O -6.423574 -0.502123 -3.849533  -0.5622
O -0.638574 -1.038123 0.036467  3.0226
O 1.751426 -3.604123 -1.426533  -0.5278
C 2.275426 -2.511123 -0.699533  1.4326
C -0.888574 3.275877 3.051467  -0.5153
C -3.944574 -3.273123 -0.877533  -0.4701
C -0.811574 0.367877 -0.137533  0.4572
C -0.435574 -1.976123 3.361467  -0.0796
C 4.247426 1.878877 -3.911533  -0.8018
C 3.785426 -2.705123 -0.679533  -1.1328
C -5.460574 -0.929123 -2.964533  -0.9780
C 4.883426 1.785877 1.558467  -0.3947
C -4.486574 3.622877 -0.740533  -0.7888
C -0.144574 2.764877 -3.400533  -0.4289
C -1.387574 3.258877 -2.701533  0.5650
C -4.288574 0.062877 -3.069533  -0.4384
C 4.540426 1.775877 -2.377533  -0.3598
C 6.095426 1.050877 1.053467  -0.1738
C -4.090574 2.285877 -0.234533  0.7092
C -2.872574 -4.285123 -0.324533  0.2947
C -0.997574 1.859877 3.549467  -0.1748
C -1.986574 -1.917123 3.015467  0.1068
C 4.754426 -1.956123 3.495467  -0.3584
C 0.618426 0.878877 0.174467  1.1885
C 3.390426 -2.191123 2.956467  -0.2838
H -2.132574 -1.377123 2.081467  -0.5641
H -3.047574 -4.656123 0.742467  0.1915
H -0.238574 -2.499123 4.289467  0.6904
H 0.079426 -2.213123 1.542467  -0.1674
H 1.959426 -2.536123 0.364467  -0.5932
H 4.151426 -2.747123 -1.717533  0.3216
H 1.925426 -1.607123 -1.167533  -0.3488
H -4.705574 1.030877 -2.965533  0.2474
H 2.772426 1.835877 -5.013533  0.2673
H -0.951574 0.481877 -1.160533  0.2085
H -4.913574 -3.572123 -0.985533  0.7483
H -0.598574 1.167877 2.846467  -0.6246
H 0.788426 2.527877 -0.967533  0.3556
H 2.580426 -2.564123 3.595467  0.3540
H -1.470574 2.771877 -1.710533  -0.5887
H 4.906426 2.839877 1.540467  0.4761
H 3.650426 -0.789123 1.570467  -0.7386
H 2.033426 0.573877 3.224467  -0.1141
H 4.717426 1.289877 2.525467  0.1415
H 0.945426 0.659877 1.244467  -0.5363
H 4.152426 -3.613123 -0.214533  0.5394
H 5.451426 -1.866123 2.671467  0.2687
H -0.018574 -0.942123 3.562467  -0.0837
H 6.394426 1.170877 0.081467  0.2509
H -3.620574 4.314877 -0.632533  0.2060
H -3.685574 -1.313123 -0.759533  0.1607
H -2.061574 1.673877 3.541467  0.9131
H 0.138426 3.527877 3.071467  0.3835
H 5.361426 -1.734123 -0.058533  0.1722
H -7.259574 -0.559123 -3.386533  0.3614
H -1.345574 -1.660123 -3.301533  0.2691
H -0.894574 -3.355123 -2.538533  0.2646
H -3.590574 -3.031123 -1.878533  0.2315
H -1.518574 -4.653123 -2.147533  0.4967
H -3.984574 0.616877 1.734467  0.1752
H -4.944574 1.646877 -0.349533  0.4652
H -0.065574 1.642877 -3.471533  -0.1246
H -0.089574 3.104877 -4.376533  0.6635
H 4.668426 0.998877 -4.447533  0.3798
H 4.038426 0.447877 -0.897533  0.0329
H -3.218574 1.919877 -0.735533  -0.4298
H -3.883574 0.109877 -4.021533  0.6034
H -5.847574 -0.980123 -1.963533  0.5165
H 1.652426 2.520877 -2.846533  0.3927
H -5.560574 3.645877 -2.305533  0.3212
H 3.448426 -3.031123 2.178467  0.0750
H 4.764426 2.797877 -4.225533  0.3351
H -1.331574 1.880877 5.395467  0.4370
H -1.381574 4.328877 -2.581533  0.4699
H -2.414574 -2.891123 2.971467  0.5178
H -2.718574 -1.798123 4.801467  0.3400
H 4.127426 2.461877 -1.647533  0.3808
H 5.118426 -3.812123 3.787467  0.3485
H -3.644574 -5.719123 -1.513533  0.3170
H -5.173574 -1.970123 -3.172533  0.1792
H 4.794426 -1.038123 4.100467  0.1690
H -3.343574 3.120877 -3.010533  0.4390
H 1.350426 0.414877 -0.516533  -0.3134
H -1.524574 3.987877 3.514467  0.3202
H 7.014426 1.051877 2.786467  0.3563
H -2.671574 0.413877 -2.608533  -0.3646
H -3.944574 -0.421123 2.970467  0.3831
H 1.211426 1.699877 3.979467  0.5238
H 0.154426 -1.219123 -3.133533  0.1481
H -5.394574 4.038877 -0.222533  0.3761
H -1.580574 0.702877 0.513467  -1.1686
H 1.921426 -4.421123 -0.978533  0.3228
H 5.942426 -0.051123 1.163467  -0.0578
H -0.515574 3.075877 1.179467  0.1544
H -1.889574 -3.751123 -0.282533  -0.4378
H 5.639426 1.747877 -2.307533  0.2779
H -0.808574 -1.434123 -0.808533  -1.3436
H 3.026426 1.711877 1.193467  -0.2252
H -2.936574 2.733877 1.268467  0.3584

Cartesian forces (eV/Å) of the 6 atoms listed first:
O 0.163 -0.146 -0.808
O -1.337 -0.355 -0.458
O 0.432 0.889 1.356
O 1.326 -0.120 -1.485
O -0.030 0.371 0.665
O 0.954 -2.308 3.212

As for the charge: 0. As for the spin multiplicity: 1. Its lowest unoccupied orbital energy is 0.1 eV. As for the total energy: -2838.57179 Eh. As for the energy above the lowest of the compared OMol25 structures with the same formula, charge and spin: 431.36 kJ/mol.

---

[2]
C7H12N4OS | ωB97M-V/def2-TZVPD

Each line ends with the natural charge from an NBO analysis.
Positions of all 25 atoms, in Å:
S 1.407657 0.589703 -1.412303  1.8985
O 2.732314 0.762018 -1.926463  -0.9177
N -0.509495 2.348463 -2.130210  -0.4350
N 0.067369 -0.490676 -2.541861  -0.9691
N 0.678381 2.249703 -1.562094  -0.5992
N 1.495047 0.228405 0.267294  -0.8242
C 0.443162 -0.390485 2.248326  -0.2420
C -0.548568 -2.706808 1.186989  -0.1981
C -1.632547 2.246268 -1.148086  -0.4302
C 0.731327 -0.692405 0.988172  0.1386
C -0.895331 -2.329011 2.500701  -0.2097
C -0.362977 -1.188657 3.057976  -0.1902
C 0.281943 -1.919248 0.436881  -0.2151
H -0.600102 1.718759 -2.851819  0.3723
H 2.201295 0.850410 0.705409  0.4260
H -1.435265 -3.000310 3.110175  0.2044
H -1.553538 3.144870 -0.502469  0.2083
H -0.788416 -3.727602 1.060416  0.2162
H 0.750058 0.491073 2.666089  0.2063
H 0.461581 -1.192350 -3.103408  0.3221
H -0.731632 -0.879660 3.987292  0.2123
H -1.359765 1.299018 -0.644874  0.1900
H 1.312841 2.744535 -2.126288  0.3851
H 0.476317 -2.289956 -0.512101  0.2369
H -2.621658 2.133942 -1.753743  0.2137

Cartesian forces (eV/Å) of the 6 atoms listed first:
S -3.080 -2.224 -1.968
O 1.096 0.221 0.354
N -2.959 2.192 1.104
N -0.349 4.238 3.753
N 1.332 -1.482 2.189
N 1.292 1.303 -2.573

As for the SMILES: CNN[S@@](=N)(=O)Nc1ccccc1. As for the charge: 0. As for the spin multiplicity: 1. Its lowest unoccupied orbital energy (alpha / beta) is 0.1 / 0.1 eV. As for the total energy: -966.14151 Eh. As for the energy above the lowest of the compared OMol25 structures with the same formula, charge and spin: 546.79 kJ/mol.

---

Repeat the second record exactly.
C7H12N4OS | ωB97M-V/def2-TZVPD

Each line ends with the natural charge from an NBO analysis.
Positions of all 25 atoms, in Å:
S 1.407657 0.589703 -1.412303  1.8985
O 2.732314 0.762018 -1.926463  -0.9177
N -0.509495 2.348463 -2.130210  -0.4350
N 0.067369 -0.490676 -2.541861  -0.9691
N 0.678381 2.249703 -1.562094  -0.5992
N 1.495047 0.228405 0.267294  -0.8242
C 0.443162 -0.390485 2.248326  -0.2420
C -0.548568 -2.706808 1.186989  -0.1981
C -1.632547 2.246268 -1.148086  -0.4302
C 0.731327 -0.692405 0.988172  0.1386
C -0.895331 -2.329011 2.500701  -0.2097
C -0.362977 -1.188657 3.057976  -0.1902
C 0.281943 -1.919248 0.436881  -0.2151
H -0.600102 1.718759 -2.851819  0.3723
H 2.201295 0.850410 0.705409  0.4260
H -1.435265 -3.000310 3.110175  0.2044
H -1.553538 3.144870 -0.502469  0.2083
H -0.788416 -3.727602 1.060416  0.2162
H 0.750058 0.491073 2.666089  0.2063
H 0.461581 -1.192350 -3.103408  0.3221
H -0.731632 -0.879660 3.987292  0.2123
H -1.359765 1.299018 -0.644874  0.1900
H 1.312841 2.744535 -2.126288  0.3851
H 0.476317 -2.289956 -0.512101  0.2369
H -2.621658 2.133942 -1.753743  0.2137

Cartesian forces (eV/Å) of the 6 atoms listed first:
S -3.080 -2.224 -1.968
O 1.096 0.221 0.354
N -2.959 2.192 1.104
N -0.349 4.238 3.753
N 1.332 -1.482 2.189
N 1.292 1.303 -2.573

As for the SMILES: CNN[S@@](=N)(=O)Nc1ccccc1. As for the charge: 0. As for the spin multiplicity: 1. Its lowest unoccupied orbital energy (alpha / beta) is 0.1 / 0.1 eV. As for the total energy: -966.14151 Eh. As for the energy above the lowest of the compared OMol25 structures with the same formula, charge and spin: 546.79 kJ/mol.

---

> Which formula does entry 2 have?

C7H12N4OS

---

> The lowest energy above the lowest of the compared OMol25 structures with the same formula, charge and spin belongs to which entry?

C22H74O26

---

> The highest energy above the lowest of the compared OMol25 structures with the same formula, charge and spin belongs to which entry?

C7H12N4OS